{"formula": "C22H29NO4", "method": "the ωB97M-V functional and the def2-TZVPD basis", "species": ["C", "C", "C", "O", "C", "C", "C", "C", "C", "C", "C", "O", "O", "C", "C", "O", "N", "C", "C", "C", "C", "C", "C", "C", "C", "C", "C", "H", "H", "H", "H", "H", "H", "H", "H", "H", "H", "H", "H", "H", "H", "H", "H", "H", "H", "H", "H", "H", "H", "H", "H", "H", "H", "H", "H", "H"], "coordinates": [[0.713618, -0.194008, -10.078867], [0.691004, 0.462763, -8.935768], [0.114664, -0.080420, -7.664319], [1.019312, 0.215057, -6.614365], [0.713945, -0.161816, -5.353454], [1.664189, 0.157093, -4.375487], [1.460303, -0.179827, -3.060409], [0.296346, -0.850507, -2.660030], [0.032425, -1.237525, -1.294681], [0.835391, -1.052693, -0.234488], [0.494869, -1.482794, 1.117763], [1.224332, -1.312328, 2.077489], [-0.699075, -2.086564, 1.204361], [-1.104740, -2.601762, 2.467991], [-1.750057, -1.522224, 3.361263], [-2.936940, -1.524456, 3.611036], [-0.865682, -0.632297, 3.827910], [-1.233729, 0.527593, 4.616537], [-0.291315, 0.607458, 5.824306], [-0.354102, 1.920044, 6.615122], [0.798895, 2.888055, 6.338295], [0.846154, 3.541943, 4.955236], [1.165637, 2.582670, 3.801362], [-0.043269, 2.160249, 2.961013], [-1.309782, 1.773286, 3.723558], [-0.645877, -1.158595, -3.644680], [-0.449514, -0.826056, -4.969669], [1.121844, 0.241486, -10.973945], [0.315600, -1.191410, -10.170536], [1.099079, 1.459413, -8.849370], [-0.854335, 0.405502, -7.466877], [-0.043791, -1.163905, -7.743997], [2.558722, 0.672807, -4.687420], [2.209886, 0.079236, -2.330017], [-0.916039, -1.731551, -1.126208], [1.798756, -0.571400, -0.306627], [-0.242297, -3.037901, 2.984743], [-1.850020, -3.367339, 2.247774], [0.101545, -0.704469, 3.530678], [-2.251525, 0.334949, 4.977719], [0.732559, 0.428280, 5.496653], [-0.557313, -0.222113, 6.483784], [-1.308848, 2.417564, 6.441569], [-0.314366, 1.680787, 7.680551], [1.742792, 2.363347, 6.507931], [0.739479, 3.689754, 7.080057], [-0.091888, 4.063075, 4.759329], [1.626759, 4.305893, 4.997076], [1.679161, 1.704122, 4.189414], [1.867353, 3.069855, 3.119420], [-0.313498, 2.995783, 2.308521], [0.259747, 1.335471, 2.312094], [-2.091529, 1.578685, 2.983707], [-1.647891, 2.614368, 4.327004], [-1.553006, -1.673574, -3.362814], [-1.204864, -1.087026, -5.694298]], "forces_ev_per_angstrom": [[-0.02, -0.01, -0.06], [0.04, -0.07, 0.40], [-0.37, -0.08, -0.21], [0.20, 0.07, 0.04], [-0.09, -0.09, 0.36], [-0.02, 0.02, -0.20], [-0.20, -0.10, -0.03], [-0.04, 0.11, -0.67], [0.17, -0.07, 0.77], [-0.19, 0.00, -0.48], [0.12, -0.06, 0.35], [-0.03, -0.09, -0.25], [-0.04, 0.14, -0.31], [-0.14, -0.20, 0.50], [0.38, -0.46, -0.41], [-0.44, -0.05, 0.03], [0.37, 0.39, 0.24], [-0.23, 0.13, 0.04], [-0.26, 0.06, 0.03], [0.29, -0.10, 0.04], [-0.31, 0.20, -0.03], [0.27, -0.14, 0.11], [-0.10, 0.15, -0.15], [-0.05, -0.01, 0.14], [0.11, -0.18, -0.04], [0.27, 0.06, 0.42], [0.07, 0.13, -0.51], [0.07, 0.14, -0.15], [-0.06, -0.22, 0.05], [0.06, 0.17, -0.08], [0.13, -0.11, 0.06], [-0.02, 0.12, 0.03], [0.11, 0.06, -0.02], [0.11, 0.04, 0.07], [-0.06, -0.04, 0.05], [0.06, 0.03, -0.01], [-0.12, 0.02, -0.11], [0.10, 0.18, 0.09], [-0.20, -0.18, -0.03], [0.19, 0.05, -0.02], [0.08, -0.07, 0.03], [0.06, -0.04, -0.07], [-0.09, 0.05, 0.06], [-0.09, 0.03, -0.01], [0.06, 0.00, 0.05], [0.09, -0.03, 0.04], [-0.05, 0.12, 0.00], [-0.07, 0.05, -0.02], [0.11, -0.03, 0.00], [0.05, -0.08, 0.03], [0.03, -0.04, -0.06], [-0.04, 0.01, -0.12], [-0.06, 0.04, 0.08], [-0.09, 0.07, 0.00], [-0.08, -0.05, 0.04], [-0.04, -0.01, -0.08]], "gap_ha": 0.307, "e_lumo_ha": -0.0047, "max_force_ev_per_a": 0.79, "homo_ev": -8.49, "relative_energy_kj_mol": 249.1, "spin_multiplicity": 1, "smiles": "C=CCOc1ccc(/C=C/C(=O)OCC(=O)NC2CCCCCCC2)cc1"}



{"formula": "C20H14AlBBr2F4N2OS", "method": "the ωB97M-V functional and the def2-TZVPD basis", "species": ["Al", "C", "C", "C", "C", "C", "C", "Br", "C", "C", "Br", "C", "O", "C", "N", "H", "H", "H", "H", "H", "H", "C", "C", "C", "C", "C", "C", "C", "C", "C", "S", "C", "N", "H", "H", "H", "H", "H", "H", "H", "H", "F", "B", "F", "F", "F"], "coordinates": [[0.115168, -1.078591, 0.894371], [-0.391258, 2.493940, 0.411743], [-1.634640, 1.665515, 0.460723], [-2.891426, 2.307851, 0.385146], [-4.049646, 1.588588, 0.423066], [-3.990187, 0.186819, 0.547100], [-5.099703, -0.694588, 0.605208], [-6.858066, -0.006891, 0.491373], [-4.912057, -2.037178, 0.743275], [-3.615030, -2.583229, 0.835863], [-3.412111, -4.439344, 1.036016], [-2.504037, -1.776909, 0.783941], [-1.263297, -2.201707, 0.865238], [-2.707993, -0.376915, 0.628050], [-1.554901, 0.349095, 0.578188], [-0.643626, 3.550377, 0.356851], [0.209347, 2.240339, -0.461080], [0.215315, 2.316122, 1.299372], [-2.914901, 3.384449, 0.294353], [-5.011234, 2.079953, 0.362880], [-5.760481, -2.705147, 0.787797], [-0.093608, -1.137534, -2.243656], [1.059090, -0.317830, -1.758935], [1.986095, 0.254630, -2.649157], [3.052049, 0.944784, -2.152421], [3.219703, 1.103496, -0.759230], [4.307060, 1.805714, -0.192000], [4.393186, 1.922244, 1.164360], [3.412820, 1.356055, 2.002548], [2.342118, 0.663226, 1.495079], [1.112990, -0.004358, 2.571819], [2.248943, 0.532665, 0.080101], [1.192354, -0.159084, -0.454028], [-0.123714, -1.164943, -3.330027], [-1.042032, -0.734962, -1.879926], [0.012012, -2.161591, -1.879635], [1.847838, 0.112906, -3.710793], [3.787494, 1.377383, -2.819746], [5.055998, 2.235345, -0.844215], [5.221212, 2.453112, 1.614703], [3.508512, 1.460736, 3.075290], [1.170153, -2.546256, 0.690584], [2.538888, -3.002512, 0.030508], [2.252024, -3.011261, -1.318772], [3.430556, -2.023102, 0.376324], [2.783023, -4.221406, 0.561752]], "forces_ev_per_angstrom": [[-0.24, -0.02, -0.18], [0.02, -0.01, -0.01], [-0.07, -0.02, 0.01], [0.01, -0.04, -0.02], [0.00, 0.01, -0.01], [-0.03, -0.02, 0.00], [0.06, 0.01, 0.00], [-0.02, 0.00, 0.00], [-0.02, -0.02, 0.00], [-0.01, 0.07, -0.02], [0.02, -0.01, 0.00], [-0.08, 0.03, 0.00], [0.17, 0.02, 0.08], [-0.02, -0.04, 0.01], [0.10, 0.06, 0.04], [0.00, 0.00, 0.02], [0.02, 0.01, -0.02], [0.02, -0.02, 0.01], [0.00, 0.01, 0.00], [0.00, 0.01, 0.00], [-0.01, 0.01, 0.00], [-0.03, -0.03, -0.01], [0.00, 0.03, -0.05], [0.00, -0.03, 0.05], [0.00, 0.01, 0.04], [0.03, 0.04, -0.02], [-0.01, -0.01, -0.01], [0.00, 0.01, 0.00], [0.03, 0.00, 0.00], [-0.01, 0.01, -0.05], [0.00, -0.02, 0.12], [-0.04, 0.02, 0.02], [0.01, -0.04, 0.02], [0.00, 0.00, 0.00], [0.02, 0.01, 0.00], [0.00, -0.01, -0.01], [0.01, 0.00, -0.01], [0.01, 0.00, -0.01], [0.01, 0.01, 0.00], [0.01, 0.00, -0.01], [-0.02, -0.01, 0.01], [0.05, 0.00, 0.06], [0.02, -0.05, -0.14], [-0.04, 0.04, 0.03], [0.04, 0.02, 0.04], [-0.01, -0.02, 0.04]], "gap_ha": 0.278, "e_lumo_ha": -0.0280, "max_force_ev_per_a": 0.30, "homo_ev": -8.33, "relative_energy_kj_mol": 0.0, "spin_multiplicity": 1}



{"formula": "C2H3ClN3S", "method": "the ωB97M-V functional and the def2-TZVPD basis", "species": ["N", "S", "C", "Cl", "N", "C", "N", "H", "H", "H"], "coordinates": [[-1.986847, 0.452788, 0.039090], [-1.312990, -0.789383, -0.391140], [0.219456, 0.357626, -0.861455], [0.095540, 1.555181, -2.011000], [1.196607, 0.229286, -0.041829], [0.952105, -0.783052, 0.855373], [-0.115370, -1.422611, 0.870688], [-2.943859, 0.562780, 0.206203], [1.948926, 0.839367, 0.050339], [1.946433, -1.001982, 1.283731]], "forces_ev_per_angstrom": [[0.38, 1.38, 0.72], [2.87, -0.20, 0.20], [-0.53, 0.42, -1.79], [0.04, -0.48, 0.43], [-2.64, 0.69, -1.90], [2.10, -2.16, 1.28], [-1.12, -0.07, -0.12], [-1.74, -0.28, 0.13], [1.67, 1.34, 0.04], [-1.02, -0.62, 1.02]], "gap_ha": 0.311, "charge": 1, "e_lumo_ha": -0.2260, "max_force_ev_per_a": 3.33, "homo_ev": -14.61, "relative_energy_kj_mol": 168.2, "spin_multiplicity": 1, "smiles": "[NH+]#S1=C(Cl)NC=N1"}



{"formula": "C7H12NOS", "method": "the ωB97M-V functional and the def2-TZVPD basis", "species": ["C", "C", "C", "C", "C", "C", "C", "N", "O", "S", "H", "H", "H", "H", "H", "H", "H", "H", "H", "H", "H", "H"], "coordinates": [[-2.914998, 1.531951, 0.813127], [-1.506289, 1.644057, 0.621974], [-3.359817, 0.252089, 0.829840], [-0.950946, 0.423797, 0.539710], [2.530477, -0.162960, 1.044578], [0.770063, 0.195002, -2.203525], [1.549099, -0.383919, -0.046130], [0.910404, -1.760358, -0.034355], [1.796104, 0.147561, -1.227435], [-2.072845, -0.881828, 0.624784], [-3.556567, 2.387767, 0.919790], [-0.977504, 2.576887, 0.570366], [-4.354944, -0.123917, 0.954858], [2.061799, 0.262598, 1.931907], [3.285325, 0.540564, 0.700449], [3.024115, -1.090065, 1.338266], [-0.158998, 0.524442, -1.715893], [0.622035, -0.770664, -2.690494], [1.089453, 0.922760, -2.945654], [0.017405, -1.742707, -0.554150], [0.670416, -1.991085, 0.939809], [1.526213, -2.501973, -0.411824]], "forces_ev_per_angstrom": [[-0.18, -0.19, -0.10], [0.38, -0.01, 0.08], [0.06, -0.10, -0.06], [-1.23, -0.08, 0.28], [-0.03, 0.02, -0.19], [-0.93, 0.32, -0.24], [0.90, -0.49, 0.43], [-0.01, 0.31, -0.17], [0.67, -0.28, 0.13], [0.21, 0.36, 0.15], [-0.16, 0.12, 0.05], [0.13, 0.22, 0.02], [-0.28, -0.01, 0.03], [-0.12, 0.01, 0.11], [0.02, -0.01, -0.01], [0.14, -0.06, 0.07], [0.21, -0.04, -0.45], [0.10, -0.07, -0.01], [-0.06, -0.09, 0.04], [0.30, -0.14, 0.02], [0.13, 0.02, -0.27], [-0.25, 0.20, 0.08]], "gap_ha": [0.300, 0.248], "charge": 1, "s_squared": 2.01, "e_lumo_ha": [-0.1226, -0.2135], "max_force_ev_per_a": 1.27, "homo_ev": [-11.50, -12.55], "relative_energy_kj_mol": 117.5, "spin_multiplicity": 3}



{"formula": "C18H40F4N3O3", "method": "the ωB97M-V functional and the def2-TZVPD basis", "species": ["C", "C", "C", "C", "C", "C", "C", "N", "C", "N", "C", "F", "F", "C", "F", "F", "N", "O", "H", "H", "H", "H", "H", "H", "H", "H", "H", "H", "H", "H", "H", "H", "H", "H", "H", "H", "H", "H", "C", "C", "O", "C", "C", "H", "H", "H", "H", "H", "H", "H", "H", "H", "H", "C", "C", "O", "C", "C", "H", "H", "H", "H", "H", "H", "H", "H", "H", "H"], "coordinates": [[0.002079, 0.405829, 3.159053], [-1.176094, -0.319967, 2.477773], [-2.512837, 0.081774, 3.107176], [-3.750297, -0.716368, 2.655080], [-4.485794, -0.035051, 1.482999], [-5.247417, -0.955246, 0.535966], [-4.419499, -2.018073, -0.196526], [-2.945961, -1.752255, -0.190816], [-2.227027, -2.097251, -1.272531], [-2.469596, -1.549728, -2.508203], [-2.828598, -0.141179, -2.589292], [-2.948178, 0.116297, -3.902707], [-4.001278, 0.073053, -2.001195], [-1.746397, 0.827020, -2.011543], [-2.164214, 1.321847, -0.835695], [-0.613957, 0.107331, -1.795609], [-1.265010, -3.000989, -1.187065], [-1.123368, -3.737453, -0.044012], [0.926978, -0.168446, 3.047849], [0.167479, 1.376778, 2.686841], [-0.214140, 0.538377, 4.221546], [-1.040449, -1.410461, 2.522875], [-1.177092, -0.035215, 1.417176], [-2.691903, 1.134310, 2.852483], [-2.424711, 0.008120, 4.196007], [-4.421901, -0.797110, 3.514205], [-3.470601, -1.744052, 2.381699], [-5.238920, 0.644882, 1.897063], [-3.788839, 0.600870, 0.923100], [-6.047093, -1.473483, 1.076222], [-5.742801, -0.328567, -0.213046], [-4.574116, -3.009097, 0.241149], [-4.728853, -2.085714, -1.241900], [-2.487588, -2.060959, 0.659124], [-1.711176, -1.741792, -3.156720], [-1.546302, 1.647797, -2.705880], [-0.676550, -3.275832, -1.965001], [-0.282358, -3.457392, 0.362629], [5.134393, -3.391474, -0.235001], [3.866481, -2.634449, -0.584139], [2.926302, -2.563995, 0.480735], [3.383623, -1.900805, 1.654158], [3.738652, -0.443173, 1.428667], [4.893767, -4.372631, 0.176009], [5.742588, -3.527177, -1.129316], [5.740391, -2.856796, 0.496802], [3.342268, -3.150875, -1.390573], [4.105111, -1.629501, -0.947867], [4.222521, -2.444814, 2.098637], [2.553470, -1.974862, 2.358956], [4.630205, -0.320153, 0.813622], [3.930763, 0.045906, 2.384014], [2.914832, 0.073748, 0.932046], [0.624083, 3.393068, -1.557657], [1.706914, 3.957578, -0.650544], [2.977036, 3.370647, -0.851854], [3.551383, 3.563717, -2.135247], [3.799416, 5.019861, -2.487486], [0.626611, 2.303746, -1.491088], [-0.353340, 3.771771, -1.252507], [0.778784, 3.669894, -2.602277], [1.458166, 3.743310, 0.389521], [1.757597, 5.047120, -0.747000], [2.939267, 3.081587, -2.907152], [4.498937, 3.026306, -2.100992], [2.870093, 5.573212, -2.631279], [4.367721, 5.085622, -3.415351], [4.366346, 5.511009, -1.696111]], "forces_ev_per_angstrom": [[-0.14, -0.38, -0.36], [0.05, 0.28, -0.08], [-0.12, -0.12, -0.08], [0.08, 0.23, -0.17], [-0.12, 0.08, 0.24], [-0.14, 0.12, -0.21], [-0.25, 0.11, -0.05], [0.34, -0.52, -0.66], [-0.40, 0.15, 0.25], [0.26, -0.13, 0.63], [0.10, -0.07, -0.20], [0.07, 0.01, -0.04], [-0.05, 0.07, -0.07], [-0.25, 0.20, 0.10], [0.11, -0.04, 0.00], [0.06, 0.08, -0.06], [0.39, 0.31, -0.14], [0.08, -0.07, 0.16], [-0.08, 0.13, 0.09], [-0.05, 0.02, 0.23], [0.20, 0.05, -0.08], [-0.04, 0.08, 0.16], [-0.04, -0.19, 0.00], [0.04, -0.03, 0.31], [0.06, 0.07, -0.12], [-0.06, -0.17, -0.20], [0.01, 0.04, 0.22], [0.21, 0.05, -0.02], [-0.06, -0.24, -0.01], [0.12, 0.05, -0.03], [0.03, -0.08, 0.13], [0.20, 0.12, 0.01], [0.05, -0.03, 0.19], [-0.12, -0.02, 0.03], [-0.35, -0.11, -0.24], [0.06, -0.13, 0.05], [-0.02, 0.09, 0.09], [-0.04, 0.00, -0.06], [-0.01, 0.03, 0.09], [0.04, -0.03, -0.05], [-0.22, -0.06, -0.04], [-0.01, 0.04, 0.07], [-0.03, 0.01, -0.07], [0.00, -0.01, -0.03], [-0.01, 0.00, -0.01], [0.02, 0.01, -0.03], [-0.02, 0.00, 0.02], [0.01, 0.00, 0.02], [0.02, 0.01, -0.03], [0.00, -0.02, -0.02], [0.02, -0.02, 0.02], [-0.01, 0.00, 0.01], [0.01, 0.04, 0.04], [0.04, 0.00, -0.11], [-0.03, 0.03, 0.06], [-0.02, -0.08, 0.03], [0.06, 0.04, -0.06], [-0.08, 0.03, 0.05], [0.00, -0.01, 0.04], [0.01, 0.00, 0.02], [-0.01, 0.03, 0.02], [0.03, 0.00, 0.00], [0.00, -0.01, -0.04], [-0.02, 0.02, 0.00], [-0.01, -0.01, 0.03], [0.01, -0.01, -0.03], [0.01, -0.01, 0.00], [0.03, -0.01, -0.02]], "gap_ha": 0.321, "charge": 1, "e_lumo_ha": -0.1094, "max_force_ev_per_a": 0.91, "homo_ev": -11.70, "spin_multiplicity": 1}



{"formula": "C2H3NS", "method": "the ωB97M-V functional and the def2-TZVPD basis", "species": ["C", "C", "H", "H", "N", "S", "H"], "coordinates": [[-1.221296, -0.910529, -0.189740], [-1.207507, -1.425949, -1.273367], [-1.166034, -0.892891, 0.844120], [-0.960299, -1.743523, -2.294447], [1.086317, 1.428019, 0.728113], [1.529548, 2.198599, 2.004193], [1.939271, 1.346275, 0.181129]], "forces_ev_per_angstrom": [[-0.02, -1.19, -0.93], [0.77, 0.16, -1.44], [-0.12, 0.73, 1.30], [-0.62, 0.30, 1.04], [0.22, 0.22, 0.38], [-0.27, 0.09, 0.29], [0.05, -0.30, -0.64]], "gap_ha": [0.273, 0.273], "e_lumo_ha": [-0.0504, -0.0503], "max_force_ev_per_a": 1.64, "homo_ev": [-8.80, -8.80], "relative_energy_kj_mol": 391.0, "spin_multiplicity": 1, "smiles": "C#C.N=S"}